[1]
DFT (ωB97M-V/def2-TZVPD) results for a molecular structure, C47H48CeN4O6P2S.

Values from the calculation:
* HOMO level (alpha / beta): -6.6 / -6.6 eV
* HOMO-LUMO gap (alpha / beta): 5.70 / 5.70 eV

Structure (ORCA input):
```
! RIJCOSX wB97M-V def2-TZVPD def2/J DEFGRID3
* xyz 0 1
Ce 0.294 0.045 1.370
C -0.431 4.459 1.056
C 0.777 4.188 1.948
C 0.562 2.899 2.752
N 1.641 1.907 2.547
C 1.954 1.203 3.635
C 3.201 0.563 3.808
C 3.592 -0.476 4.672
C 2.911 -1.306 5.597
C 1.623 -0.978 5.988
C 1.355 0.395 5.812
C 0.834 0.751 4.547
N -0.260 0.488 3.890
C -1.442 0.133 4.665
C -1.890 -1.318 4.528
C -1.792 -1.785 3.071
N -1.891 -0.694 2.111
C -3.030 -0.316 1.606
C -4.268 -0.852 2.070
C -5.516 -0.888 1.497
C -5.966 -0.348 0.297
C -5.219 0.496 -0.499
C -3.947 1.027 -0.332
C -2.921 0.786 0.611
N -1.775 1.451 0.647
C -1.697 2.600 -0.258
C -0.450 3.454 -0.105
H -0.424 5.486 0.679
H -1.345 4.366 1.652
H 0.969 5.019 2.630
H 1.672 4.081 1.330
H -0.430 2.487 2.513
H 0.507 3.143 3.819
H 3.941 0.837 3.066
H 4.615 -0.792 4.477
H 3.375 -2.255 5.839
H 0.899 -1.749 6.236
H 2.263 0.962 5.994
H -2.256 0.773 4.306
H -1.265 0.378 5.720
H -2.914 -1.390 4.907
H -1.285 -1.981 5.151
H -2.529 -2.565 2.849
H -0.817 -2.254 2.931
H -4.199 -1.369 3.018
H -6.250 -1.447 2.072
H -6.979 -0.572 -0.011
H -5.716 0.852 -1.399
H -3.684 1.734 -1.104
H -2.583 3.234 -0.108
H -1.755 2.256 -1.303
H -0.287 3.978 -1.053
H 0.419 2.805 -0.017
O 3.163 -3.006 1.146
S 2.177 -2.031 0.818
O 2.496 -0.623 1.313
O 0.833 -2.224 1.527
O 1.875 -1.886 -0.612
O -0.745 -1.014 -0.399
P -0.459 -1.669 -1.738
C 0.811 -0.810 -2.730
P 1.761 0.504 -1.928
O 1.190 0.908 -0.577
C 1.618 1.987 -2.948
C 2.234 3.124 -2.423
C 2.145 4.335 -3.081
C 1.437 4.433 -4.273
C 0.828 3.311 -4.805
C 0.918 2.092 -4.144
C 3.511 0.165 -1.945
C 4.302 0.415 -0.833
C 5.676 0.237 -0.923
C 6.253 -0.183 -2.111
C 5.461 -0.416 -3.227
C 4.092 -0.232 -3.149
C -0.218 -3.435 -1.807
C -0.211 -4.216 -0.661
C -0.059 -5.591 -0.771
C 0.094 -6.179 -2.017
C 0.078 -5.398 -3.165
C -0.088 -4.027 -3.062
C -1.968 -1.401 -2.696
C -2.275 -0.120 -3.144
C -3.490 0.145 -3.752
C -4.425 -0.869 -3.900
C -4.142 -2.142 -3.432
C -2.919 -2.408 -2.832
H 0.308 -0.400 -3.603
H 1.522 -1.581 -3.035
H 2.780 3.068 -1.488
H 2.625 5.208 -2.659
H 1.366 5.384 -4.784
H 0.281 3.377 -5.736
H 0.434 1.237 -4.598
H 3.853 0.724 0.098
H 6.290 0.418 -0.051
H 7.324 -0.329 -2.168
H 5.910 -0.739 -4.157
H 3.488 -0.400 -4.035
H -0.313 -3.758 0.310
H -0.045 -6.196 0.125
H 0.224 -7.251 -2.096
H 0.190 -5.856 -4.138
H -0.121 -3.432 -3.969
H -1.581 0.702 -2.999
H -3.711 1.148 -4.094
H -5.378 -0.664 -4.371
H -4.873 -2.932 -3.529
H -2.718 -3.407 -2.469
*
```

=====

[2]
DFT (ωB97M-V/def2-TZVPD) results for C5H8O in the gas phase.

Values from the calculation:
* HOMO level: -8.6 eV
* HOMO-LUMO gap: 9.42 eV

Structure (ORCA input):
```
! RIJCOSX wB97M-V def2-TZVPD def2/J DEFGRID3
* xyz 0 1
C -1.078 -0.698 -0.657
C 0.183 0.059 -0.965
C -1.038 0.796 -0.503
C 0.513 0.323 2.133
O 0.887 -0.566 1.258
C 1.355 -0.060 -0.013
H -1.657 -1.108 -1.478
H -1.072 -1.312 0.239
H 0.472 0.162 -2.009
H -1.583 1.393 -1.227
H -0.992 1.227 0.496
H 0.083 -0.326 2.935
H 2.084 -0.794 -0.367
H 1.842 0.905 0.158
*
```

=====

[3]
DFT (ωB97M-V/def2-TZVPD) results for 2 unconnected molecules or ions with the total composition C3H8FNO.

Values from the calculation:
* HOMO level (alpha / beta): -8.5 / -8.5 eV
* HOMO-LUMO gap (alpha / beta): 9.11 / 9.10 eV

Structure (ORCA input):
```
! RIJCOSX wB97M-V def2-TZVPD def2/J DEFGRID3
* xyz 0 1
C -1.642 0.184 0.281
C -0.271 -0.478 0.423
C 0.888 0.478 0.031
N 1.006 1.088 -1.138
O 2.626 -1.044 0.120
F 1.290 1.165 1.108
H -1.641 1.141 -0.071
H -2.108 0.325 1.260
H -2.281 -0.359 -0.298
H 0.074 -0.898 1.348
H -0.025 -1.393 -0.239
H 0.349 0.751 -1.833
H 1.863 1.528 -1.268
H 2.742 -0.768 1.080
*
```

=====

[4]
DFT (ωB97M-V/def2-TZVPD) results for CH2O2 in the gas phase.

Values from the calculation:
* HOMO level: -10.9 eV
* HOMO-LUMO gap: 11.75 eV

Structure (ORCA input):
```
! RIJCOSX wB97M-V def2-TZVPD def2/J DEFGRID3
* xyz 0 1
O 0.673 0.804 0.816
C 0.361 -0.144 0.210
O -0.685 -0.177 -0.592
H 0.944 -1.025 0.174
H -1.293 0.542 -0.608
*
```

=====

[5]
DFT (ωB97M-V/def2-TZVPD) results for a molecular structure, C32H46Br2Cl12N2O9S.

Values from the calculation:
* HOMO level: -8.9 eV
* HOMO-LUMO gap: 8.20 eV

Structure (ORCA input):
```
! RIJCOSX wB97M-V def2-TZVPD def2/J DEFGRID3
* xyz 0 1
C 1.791 -3.636 1.270
O 2.680 -3.003 0.285
C 1.970 -2.866 -0.970
C 1.550 -1.316 -1.159
C -0.089 -1.269 -1.193
C -0.477 0.273 -1.185
C -2.005 0.706 -1.127
O -2.855 -0.162 -0.290
N -2.295 -0.559 0.854
O -3.152 -1.135 1.479
C -2.180 2.298 -0.702
C -1.923 2.547 0.831
Br -1.291 4.225 1.599
C -3.356 2.317 1.614
C -4.190 3.723 1.531
Br -3.077 1.844 3.529
C -1.516 3.129 -1.858
C -0.675 4.443 -1.624
C 0.804 4.015 -1.108
C 1.520 5.106 -0.198
O 1.613 6.277 -0.670
N 2.128 4.853 1.132
C 3.370 4.041 0.984
C 4.792 4.671 1.009
C 6.069 3.779 0.805
C 5.836 2.252 0.579
C 4.440 1.585 0.593
C 3.186 2.488 0.801
O -2.621 3.552 -2.775
S -2.852 2.092 -3.621
O -1.950 1.995 -4.847
O -4.260 2.213 -4.192
C -2.819 0.593 -2.550
C -2.366 -0.628 -3.479
C -2.955 -2.056 -2.973
C -4.515 -2.251 -3.279
C -4.945 -3.658 -2.574
C -5.163 -3.500 -0.982
O -6.169 -2.477 -0.749
C -6.702 -2.545 0.566
C -6.924 -1.153 1.334
O -7.047 -3.595 1.157
H 2.344 -3.592 2.272
H 1.570 -4.718 0.937
H 0.782 -3.080 1.341
H 2.601 -3.178 -1.881
H 1.003 -3.490 -1.020
H 1.902 -1.024 -2.223
H 1.993 -0.610 -0.384
H -0.370 -1.865 -2.121
H -0.413 -1.880 -0.286
H 0.023 0.725 -0.240
H 0.126 0.735 -2.059
H -3.332 2.409 -0.831
H -1.198 1.728 1.212
H -4.028 1.561 1.098
H -4.077 4.360 2.466
H -4.012 4.279 0.548
H -5.303 3.402 1.504
H -0.854 2.524 -2.600
H -1.159 5.280 -1.025
H -0.485 4.904 -2.670
H 0.663 3.027 -0.539
H 1.395 3.749 -2.059
H 1.509 4.310 1.750
H 4.868 5.806 1.181
H 7.107 4.266 0.793
H 6.750 1.576 0.395
H 4.308 0.457 0.456
H 2.110 2.077 0.798
H -3.934 0.380 -2.314
H -1.237 -0.670 -3.692
H -2.858 -0.457 -4.511
H -2.801 -2.186 -1.849
H -2.382 -2.875 -3.536
H -4.682 -2.427 -4.405
H -5.180 -1.390 -2.896
H -5.809 -4.178 -3.106
H -4.027 -4.353 -2.686
H -4.152 -3.178 -0.520
H -5.407 -4.515 -0.523
H -6.787 -0.267 0.619
H -6.265 -1.038 2.264
H -8.013 -1.168 1.700
C -2.033 -6.489 -4.851
Cl -1.450 -7.535 -3.549
Cl -3.797 -6.375 -4.814
Cl -1.301 -4.881 -4.730
H -1.738 -6.928 -5.802
C 9.050 2.937 3.791
Cl 7.962 3.418 2.477
Cl 9.434 4.323 4.823
Cl 8.324 1.634 4.743
H 9.976 2.568 3.354
C 5.859 -0.505 7.145
Cl 7.585 -0.856 7.323
Cl 5.581 1.241 7.093
Cl 5.213 -1.279 5.691
H 5.336 -0.910 8.009
C 6.600 -5.030 3.956
Cl 5.518 -4.534 2.646
Cl 6.991 -3.652 4.994
Cl 5.872 -6.336 4.903
H 7.523 -5.401 3.515
*
```

=====

[6]
DFT (ωB97M-V/def2-TZVPD) results for a molecular structure, CHBr3ClCu.

Values from the calculation:
* HOMO level (alpha / beta): -13.7 / -13.7 eV
* HOMO-LUMO gap (alpha / beta): 7.85 / 3.48 eV

Structure (ORCA input):
```
! RIJCOSX wB97M-V def2-TZVPD def2/J DEFGRID3
* xyz 1 2
Cu -1.030 1.687 -2.879
Cl -1.341 1.322 -0.893
C 0.446 -0.550 0.739
Br 1.350 -1.482 -0.849
Br 1.635 0.784 1.754
Br -0.707 -1.833 1.793
H -0.353 0.071 0.335
*
```

=====

[7]
DFT (ωB97M-V/def2-TZVPD) results for a molecular structure, C14H19N3O2PdS.

Values from the calculation:
* HOMO level: 0.0 eV
* HOMO-LUMO gap: 5.22 eV

Structure (ORCA input):
```
! RIJCOSX wB97M-V def2-TZVPD def2/J DEFGRID3
* xyz -2 1
Pd 0.505 -0.137 -1.064
O 4.452 0.350 -0.935
C 4.212 -0.886 -0.318
C 4.008 -0.777 1.199
C 2.854 0.131 1.642
C 1.459 -0.449 1.574
C 0.498 -0.106 2.498
C -0.849 -0.528 2.288
C -1.168 -1.238 1.170
C -0.114 -1.603 0.238
N 1.214 -1.290 0.533
H 3.540 0.783 -1.106
H 5.096 -1.523 -0.488
H 3.346 -1.390 -0.754
H 4.934 -0.379 1.633
H 3.865 -1.791 1.592
H 2.855 1.022 1.004
H 3.022 0.472 2.670
H 0.767 0.515 3.346
H -1.621 -0.250 3.002
H -2.188 -1.541 0.955
H -0.272 -2.509 -0.347
C -4.091 1.455 0.955
C -3.952 0.539 -0.231
C -4.914 -0.428 -0.519
C -4.657 -1.194 -1.646
N -3.571 -1.086 -2.386
C -2.644 -0.157 -1.997
S -1.167 -0.065 -2.851
N -2.866 0.690 -0.958
H -5.113 1.462 1.341
H -3.789 2.464 0.676
H -3.411 1.119 1.740
H -5.804 -0.555 0.084
H -5.376 -1.947 -1.973
C 2.184 2.171 -2.526
O 2.149 1.371 -1.411
H 2.935 1.843 -3.279
H 2.455 3.226 -2.291
H 1.217 2.215 -3.060
*
```

=====

[8]
DFT (ωB97M-V/def2-TZVPD) results for 2 unconnected molecules or ions with the total composition C29H45BFNO14S2.

Values from the calculation:
* HOMO level: -8.9 eV
* HOMO-LUMO gap: 7.85 eV

Structure (ORCA input):
```
! RIJCOSX wB97M-V def2-TZVPD def2/J DEFGRID3
* xyz 0 1
C 2.906 2.121 1.350
C 2.469 1.186 0.278
C 2.485 -0.449 0.328
C 3.479 -0.825 1.625
C 2.657 -0.891 3.048
C 3.745 -1.215 4.242
C 4.340 -2.750 4.062
O 3.568 -3.791 3.698
O 5.798 -3.049 4.249
C 3.318 -0.962 -0.988
O 4.795 -0.960 -0.816
C 5.434 0.095 -1.616
C 5.644 1.663 -1.186
C 6.420 2.738 -2.153
C 7.064 2.318 -3.637
C 6.845 0.734 -4.069
C 6.054 -0.359 -3.096
O 1.230 -1.118 0.608
C 0.145 -0.865 -0.328
C 0.105 -2.126 -1.427
C -1.135 -1.957 -2.535
C -0.966 -0.634 -3.498
C -2.443 -0.386 -4.244
O -3.125 0.811 -3.683
C -4.580 0.553 -3.515
O -5.327 0.074 -4.537
C -1.308 -0.727 0.502
S -2.226 0.637 -0.485
B -1.093 0.022 1.991
O -1.954 -0.254 3.181
O -0.065 1.087 2.228
C -0.644 2.430 2.068
C 0.004 3.546 3.109
N -2.057 -2.021 0.576
C -1.442 -3.086 1.422
O -1.961 -3.243 2.785
C -0.885 -3.252 3.797
C -1.469 -2.994 5.335
S -3.771 -1.929 0.601
O -4.459 -1.756 -0.811
O -4.407 -0.848 1.507
F -4.445 -3.444 1.169
H 2.705 2.017 2.498
H 3.497 3.092 0.992
H 2.075 1.692 -0.729
H 4.455 -0.179 1.649
H 3.830 -1.943 1.400
H 2.111 0.100 3.348
H 1.896 -1.798 3.040
H 3.124 -1.224 5.254
H 4.616 -0.412 4.275
H 6.179 -2.189 4.638
H 3.056 -0.377 -1.982
H 3.027 -2.111 -1.135
H 5.259 2.046 -0.149
H 6.590 3.866 -1.820
H 7.624 3.107 -4.307
H 7.309 0.385 -5.099
H 5.992 -1.459 -3.499
H 0.281 0.096 -1.015
H 0.090 -3.183 -0.899
H 1.082 -2.144 -2.115
H -2.196 -2.068 -2.058
H -1.007 -2.899 -3.258
H -0.135 -0.754 -4.339
H -0.718 0.360 -2.933
H -3.156 -1.304 -4.081
H -2.320 -0.224 -5.397
H -5.182 0.799 -2.515
H -1.351 1.718 -0.718
H -2.549 0.571 3.281
H -0.330 2.796 0.976
H -1.817 2.408 2.068
H 0.191 4.524 2.461
H -0.804 3.719 3.947
H 1.048 3.192 3.517
H -0.258 -3.043 1.521
H -1.652 -4.126 0.871
H -0.273 -4.253 3.838
H -0.138 -2.370 3.591
H -2.078 -3.903 5.755
H -2.049 -1.968 5.409
H -0.500 -2.862 6.017
O -8.724 5.680 -4.697
C -8.228 4.749 -4.085
O -7.221 4.874 -3.172
C -7.090 3.619 -2.531
C -7.657 2.662 -3.529
O -8.608 3.445 -4.226
H -6.041 3.409 -2.302
H -7.661 3.637 -1.597
H -6.905 2.304 -4.239
H -8.136 1.802 -3.054
*
```

=====

[9]
DFT (ωB97M-V/def2-TZVPD) results for CH2ClFO2 in the gas phase.

Values from the calculation:
* HOMO level: -11.5 eV
* HOMO-LUMO gap: 12.01 eV

Structure (ORCA input):
```
! RIJCOSX wB97M-V def2-TZVPD def2/J DEFGRID3
* xyz 0 1
O -0.187 -0.130 1.379
C 0.172 -0.038 0.125
O -0.676 -0.506 -0.771
F 0.182 1.517 -0.255
Cl 1.933 -0.355 -0.218
H -1.120 0.004 1.400
H -0.305 -0.491 -1.660
*
```

=====

[10]
DFT (ωB97M-V/def2-TZVPD) results for 2 unconnected molecules or ions with the total composition C4H9Cl2.

Values from the calculation:
* HOMO level (alpha / beta): -6.8 / -11.0 eV
* HOMO-LUMO gap (alpha / beta): 5.92 / 10.06 eV

Structure (ORCA input):
```
! RIJCOSX wB97M-V def2-TZVPD def2/J DEFGRID3
* xyz 0 2
Cl -2.044 0.797 -2.137
Cl -3.327 2.223 -2.658
C 1.427 0.089 -0.619
C 0.348 -0.180 0.339
C -0.395 -1.431 0.179
C 0.174 0.668 1.513
H 1.944 0.998 -0.292
H 2.145 -0.746 -0.643
H 1.040 0.188 -1.637
H -1.095 -1.528 1.024
H -0.933 -1.469 -0.772
H 0.283 -2.305 0.184
H -0.611 0.252 2.156
H 1.104 0.734 2.112
H -0.058 1.711 1.251
*
```

=====

[11]
DFT (ωB97M-V/def2-TZVPD) results for C3H2ClF in the gas phase.

Values from the calculation:
* HOMO level: -10.4 eV
* HOMO-LUMO gap: 11.23 eV

Structure (ORCA input):
```
! RIJCOSX wB97M-V def2-TZVPD def2/J DEFGRID3
* xyz 0 1
C -0.332 1.030 1.275
C -0.181 0.097 0.436
C 0.220 -0.562 -0.774
F 1.401 -0.111 -1.301
Cl -1.166 -0.486 -1.763
H -0.133 1.675 2.266
H 0.191 -1.642 -0.139
*
```

=====

[12]
DFT (ωB97M-V/def2-TZVPD) results for 2 unconnected molecules or ions with the total composition C3H4INS.

Values from the calculation:
* HOMO level: -9.6 eV
* HOMO-LUMO gap: 9.99 eV

Structure (ORCA input):
```
! RIJCOSX wB97M-V def2-TZVPD def2/J DEFGRID3
* xyz 0 1
C -1.303 0.240 -0.843
C -0.346 1.134 -1.115
S 0.581 1.564 0.305
C -0.412 0.410 1.180
N -1.296 -0.174 0.460
H -1.907 -0.046 -1.659
H -0.338 1.693 -2.008
H -0.320 0.194 2.205
I 3.077 -2.282 0.052
H 2.263 -2.734 1.422
*
```

=====

[13]
DFT (ωB97M-V/def2-TZVPD) results for C14H18N2O6 in the gas phase.

Values from the calculation:
* HOMO level: -8.5 eV
* HOMO-LUMO gap: 9.05 eV

Structure (ORCA input):
```
! RIJCOSX wB97M-V def2-TZVPD def2/J DEFGRID3
* xyz 0 1
N 2.745 2.638 0.706
C 1.757 1.888 -0.052
C 2.615 1.360 -1.253
C 4.001 0.672 -0.687
C 3.654 -0.844 -0.703
O 3.214 -1.446 -1.646
O 3.941 -1.378 0.512
C 0.997 0.930 0.818
O 0.771 1.090 1.965
N 0.576 -0.148 0.212
C 0.041 -1.237 0.968
C -1.322 -1.143 1.593
C -2.440 -0.515 0.673
C -2.340 0.639 -0.152
C -3.427 1.076 -0.885
C -4.669 0.467 -0.681
O -5.820 0.986 -1.138
C -4.730 -0.566 0.201
C -3.597 -1.257 0.784
C 0.118 -2.361 -0.077
O -0.780 -2.794 -0.776
O 1.412 -2.701 -0.228
H 2.555 2.692 1.789
H 2.936 3.570 0.299
H 0.945 2.593 -0.454
H 2.641 2.174 -1.946
H 1.823 0.649 -1.641
H 4.102 0.944 0.431
H 4.817 0.822 -1.337
H 3.272 -2.039 0.531
H 0.683 -0.088 -0.779
H 0.700 -1.591 1.781
H -1.223 -0.659 2.541
H -1.655 -2.305 1.919
H -1.411 1.190 -0.072
H -3.464 1.882 -1.667
H -5.583 1.401 -1.991
H -5.600 -1.283 0.252
H -3.891 -2.245 1.284
H 1.634 -3.062 -1.092
*
```

=====

[14]
DFT (ωB97M-V/def2-TZVPD) results for C3H6N2OS in the gas phase.

Values from the calculation:
* HOMO level: -8.3 eV
* HOMO-LUMO gap: 8.93 eV

Structure (ORCA input):
```
! RIJCOSX wB97M-V def2-TZVPD def2/J DEFGRID3
* xyz 0 1
H -2.288 -1.423 1.584
N -2.007 -1.545 0.576
C -0.951 -0.938 0.484
N -0.292 -0.330 1.592
S 1.362 -0.133 1.130
C 0.886 -0.016 -0.745
C 0.630 1.310 -1.263
O -0.298 -0.801 -0.630
H -0.548 -0.654 2.465
H 1.673 -0.642 -1.140
H 0.386 1.311 -2.282
H -0.061 1.909 -0.669
H 1.507 1.952 -1.103
*
```

=====

[15]
DFT (ωB97M-V/def2-TZVPD) results for C5H6O2 in the gas phase.

Values from the calculation:
* HOMO level: -10.6 eV
* HOMO-LUMO gap: 10.06 eV

Structure (ORCA input):
```
! RIJCOSX wB97M-V def2-TZVPD def2/J DEFGRID3
* xyz 0 1
C 1.360 0.844 -0.576
C 0.304 -0.142 -0.102
O -0.426 0.533 0.945
C -1.176 -0.252 1.722
O -1.259 -1.450 1.628
C -1.035 0.167 -2.114
C -0.661 -0.647 -1.169
H 0.915 1.812 -0.825
H 1.873 0.458 -1.459
H 2.089 0.997 0.225
H 0.775 -1.024 0.337
H -1.706 0.364 2.464
H -1.052 -1.661 -1.076
*
```

=====

Number 1: F_max 2.1 eV/Å. Number 2: F_max 0.4 eV/Å. Number 3: F_max 3.9 eV/Å. Number 4: F_max 3.2 eV/Å. Number 5: F_max 8.9 eV/Å. Number 6: F_max 2.8 eV/Å. Number 7: F_max 0.4 eV/Å. Number 8: F_max 8.8 eV/Å. Number 9: F_max 5.0 eV/Å. Number 10: F_max 0.9 eV/Å. Number 11: F_max 7.5 eV/Å. Number 12: F_max 1.8 eV/Å. Number 13: F_max 5.0 eV/Å. Number 14: F_max 4.7 eV/Å. Number 15: F_max 0.7 eV/Å.